(1)
8
Properties=species:S:1:pos:R:3:forces:R:3 method="wB97M-V/def2-TZVPD" smiles=CBr.O e_tot_ev=-73207.814 charge=0 largest_force_ev_per_a=1.50
C 0.0000 0.0000 0.0000 -0.110 -0.736 0.255
Br -0.8036 1.1687 1.4326 0.706 -0.537 -1.210
H -0.5388 -0.9549 0.1204 0.305 0.518 -0.077
H 1.0721 -0.1744 0.1916 -0.608 0.360 0.212
H -0.1200 0.3428 -1.0415 -0.251 0.411 0.821
O 2.4362 2.4312 3.0808 -1.058 0.416 -0.056
H 1.7790 2.2219 2.3790 0.545 0.230 0.777
H 1.9549 3.0223 3.7030 0.471 -0.663 -0.722

***

(2)
9
Properties=species:S:1:pos:R:3:forces:R:3 method="wB97M-V/def2-TZVPD" e_tot_ev=-17375.996 charge=+1 largest_force_ev_per_a=3.59
C -0.7438 0.8078 -0.0700 -2.205 2.830 0.142
C 0.1672 -0.8317 1.4105 0.327 -0.263 -0.690
C 1.3648 -0.5316 -1.6245 2.452 -0.172 -0.986
O 0.4390 -1.6890 2.0568 -0.018 -2.025 2.311
O 2.4863 -0.5007 -1.8075 -1.972 -0.075 0.309
O 0.2172 -0.0242 0.5514 0.883 0.711 -0.615
I -2.7507 0.2214 0.2774 0.215 -0.020 0.407
H -0.6963 0.7301 -1.1393 0.936 -0.085 -0.173
H -0.4837 1.8179 0.3451 -0.618 -0.902 -0.705

***

(3)
59
Properties=species:S:1:pos:R:3:forces:R:3 method="wB97M-V/def2-TZVPD" smiles="CCCN1[C@@H]2CCC[C@H]1C[C@H](NC(=O)c1ccc(C(C)(C)C)cc1)C2" e_tot_ev=-28394.818 charge=0 largest_force_ev_per_a=0.57
C -3.2381 -3.8234 0.0052 0.141 0.064 -0.207
C -2.2571 -3.0445 -0.8591 0.089 0.105 0.336
C -1.8800 -1.6976 -0.2205 -0.046 -0.382 -0.419
N -3.0341 -0.8434 -0.1048 0.205 -0.057 0.074
C -3.4588 -0.3241 1.1706 -0.339 -0.077 0.406
C -4.9961 -0.2802 1.1502 0.110 0.083 0.106
C -5.5023 0.5792 -0.0046 0.016 -0.234 -0.040
C -4.8664 0.1219 -1.3138 0.122 0.120 -0.057
C -3.3363 0.0600 -1.1884 -0.251 0.029 -0.375
C -2.7214 1.4713 -1.0010 0.138 -0.015 0.078
C -2.0581 1.6828 0.3698 -0.125 0.382 0.008
N -0.7046 1.1661 0.3983 -0.146 -0.259 0.130
C 0.3666 1.9139 0.0496 -0.064 -0.200 0.103
O 0.2786 3.0821 -0.2815 0.025 0.205 -0.171
C 1.6700 1.1876 0.0894 0.339 -0.037 0.016
C 2.6753 1.5981 -0.7801 -0.132 0.046 0.024
C 3.8968 0.9582 -0.7969 -0.057 0.010 0.011
C 4.1709 -0.1056 0.0611 -0.059 -0.038 0.081
C 5.5302 -0.7836 0.0033 0.188 -0.107 0.003
C 6.6203 0.2546 0.3039 -0.120 -0.122 -0.027
C 5.6665 -1.9253 1.0145 -0.061 0.202 -0.159
C 5.7367 -1.3633 -1.4034 -0.022 0.059 0.164
C 3.1695 -0.4924 0.9444 0.114 -0.078 -0.017
C 1.9381 0.1390 0.9599 -0.160 0.159 -0.104
C -2.8711 1.0734 1.5133 0.075 -0.034 -0.075
H -2.7941 -4.0617 0.9696 0.023 -0.065 0.148
H -4.1311 -3.2281 0.1740 -0.136 0.021 0.054
H -3.5248 -4.7530 -0.4806 -0.074 -0.107 0.026
H -2.7050 -2.8565 -1.8363 0.059 0.035 -0.103
H -1.3469 -3.6284 -1.0115 0.042 -0.024 -0.106
H -1.4694 -1.8952 0.7755 0.067 0.058 0.031
H -1.0920 -1.2416 -0.8387 0.022 0.031 0.136
H -3.1540 -1.0405 1.9411 -0.014 0.050 -0.096
H -5.3707 0.0988 2.1028 -0.032 0.005 0.061
H -5.3646 -1.2999 1.0231 -0.006 -0.055 0.045
H -5.2593 1.6267 0.1779 -0.059 0.112 0.014
H -6.5896 0.5030 -0.0735 0.014 0.103 0.017
H -5.1482 0.7899 -2.1295 -0.026 0.023 -0.063
H -5.2259 -0.8807 -1.5540 -0.008 -0.044 -0.060
H -2.9407 -0.3829 -2.1080 -0.026 0.021 0.076
H -3.4979 2.2256 -1.1251 -0.038 0.095 -0.049
H -1.9658 1.6611 -1.7647 -0.055 0.089 0.000
H -1.9471 2.7627 0.5271 -0.061 -0.236 -0.007
H -0.5830 0.1868 0.5877 0.134 0.026 -0.077
H 2.4760 2.4280 -1.4416 -0.018 0.079 -0.042
H 4.6486 1.3005 -1.4918 0.093 0.017 -0.075
H 6.4628 0.6908 1.2881 0.019 0.067 0.099
H 6.6172 1.0571 -0.4281 0.023 0.113 -0.072
H 7.6005 -0.2172 0.2878 0.128 -0.044 -0.011
H 5.5560 -1.5615 2.0335 -0.031 -0.015 0.142
H 4.9290 -2.7031 0.8301 -0.084 -0.110 0.039
H 6.6544 -2.3723 0.9240 0.085 -0.035 -0.011
H 4.9570 -2.0877 -1.6302 -0.064 -0.081 -0.058
H 6.7008 -1.8636 -1.4640 0.124 -0.058 -0.023
H 5.7090 -0.5852 -2.1610 0.000 0.072 -0.112
H 3.3354 -1.2969 1.6424 0.064 -0.085 0.063
H 1.1999 -0.1790 1.6836 -0.070 -0.016 0.053
H -3.6828 1.7559 1.7632 -0.025 0.063 0.050
H -2.2271 1.0061 2.3924 -0.051 0.073 0.022